Model one:
DFT (ωB97M-V with the def2-TZVPD basis set) results for a cluster of 2 separate species, C4H14N3 in total.

HOMO energy   -14.6649 eV
HOMO-LUMO gap   11.4 eV
Net charge   +1

Geometry as XYZ:
```
21
Properties=species:S:1:pos:R:3:nbo_charge:R:1
C 0.009 1.249 1.421 -0.46
C 0.747 -1.171 1.012 0.69
N 1.027 0.159 1.233 -0.55
N -0.223 -1.809 1.639 -0.77
N 1.709 -1.963 0.383 -0.79
H 1.780 0.588 0.624 0.43
H -1.068 -1.282 2.045 0.43
H -0.447 -2.762 1.856 0.45
H 2.270 -1.504 -0.324 0.42
H 1.832 -2.968 0.576 0.44
H -0.395 1.435 2.454 0.24
H -0.743 1.333 0.598 0.23
H 0.608 2.140 1.302 0.24
C -0.776 1.585 -1.854 -0.62
C -0.933 0.052 -1.802 -0.62
H -0.883 1.993 -0.823 0.18
H 0.189 1.909 -2.342 0.22
H -1.714 1.972 -2.385 0.23
H -1.955 -0.144 -2.391 0.24
H -0.115 -0.485 -2.369 0.21
H -0.918 -0.326 -0.853 0.17
```

***

Model two:
DFT (ωB97M-V with the def2-TZVPD basis set) results for a cluster of 2 separate species, C4H14N3 in total.

HOMO energy   -14.6867 eV
HOMO-LUMO gap   11.5 eV
Net charge   +1

Geometry as XYZ:
```
21
Properties=species:S:1:pos:R:3:nbo_charge:R:1
C -1.677 0.593 1.915 -0.60
C -2.193 0.845 0.498 -0.61
H -2.102 -0.318 2.326 0.21
H -0.584 0.484 1.921 0.17
H -1.830 1.435 2.591 0.22
H -3.256 1.054 0.559 0.22
H -2.034 -0.080 -0.052 0.19
H -1.777 1.704 -0.028 0.20
C 0.809 -2.123 -0.189 -0.43
C 1.370 0.207 -0.877 0.68
N 1.569 -0.887 -0.162 -0.54
N 0.570 0.155 -1.946 -0.76
N 1.889 1.382 -0.508 -0.75
H 2.138 -0.796 0.665 0.42
H 0.447 -0.753 -2.363 0.42
H 0.383 0.956 -2.526 0.43
H 2.636 1.393 0.168 0.42
H 1.910 2.124 -1.188 0.42
H 0.431 -2.362 0.790 0.24
H 1.319 -2.948 -0.695 0.23
H -0.016 -2.064 -0.896 0.21
```

***

Last place for stability: model one

***

Model one:
DFT (ωB97M-V with the def2-TZVPD basis set) results for a cluster of 2 separate species, C4H14N3 in total.

HOMO energy   -14.7167 eV
HOMO-LUMO gap   11.2 eV
Net charge   +1

Geometry as XYZ:
```
21
Properties=species:S:1:pos:R:3:nbo_charge:R:1
C 0.669 1.683 1.863 -0.45
C 0.865 -0.385 0.552 0.71
N 1.079 1.005 0.646 -0.56
N 0.208 -1.031 1.604 -0.77
N 1.264 -1.068 -0.635 -0.77
H 1.396 1.635 -0.127 0.46
H -0.190 -0.472 2.367 0.43
H -0.246 -1.873 1.464 0.43
H 2.182 -0.787 -1.033 0.42
H 1.421 -2.044 -0.526 0.41
H 1.412 2.476 2.021 0.25
H 0.763 1.146 2.830 0.22
H -0.275 2.111 1.735 0.22
C -2.259 -0.348 -1.285 -0.60
C -1.481 0.054 -2.561 -0.60
H -3.270 -0.810 -1.490 0.23
H -1.731 -0.899 -0.635 0.17
H -2.519 0.534 -0.671 0.20
H -0.535 0.498 -2.274 0.18
H -1.847 0.808 -3.096 0.21
H -1.180 -0.682 -3.282 0.22
```

***

Model two:
DFT (ωB97M-V with the def2-TZVPD basis set) results for a cluster of 2 separate species, C4H14N3 in total.

HOMO energy   -14.7920 eV
HOMO-LUMO gap   11.5 eV
Net charge   +1

Geometry as XYZ:
```
21
Properties=species:S:1:pos:R:3:nbo_charge:R:1
C 2.221 -0.381 -1.729 -0.63
C 1.592 -1.748 -1.209 -0.62
H 3.002 -0.097 -1.010 0.21
H 2.696 -0.423 -2.704 0.24
H 1.485 0.491 -1.876 0.18
H 2.010 -2.058 -0.237 0.20
H 1.683 -2.526 -1.992 0.24
H 0.573 -1.531 -0.883 0.18
C -1.359 1.843 -0.383 -0.45
C -1.130 0.129 1.310 0.67
N -0.536 0.996 0.477 -0.56
N -2.330 0.334 1.844 -0.78
N -0.256 -0.792 1.833 -0.76
H 0.454 0.715 0.154 0.44
H -3.081 0.834 1.246 0.44
H -2.704 -0.067 2.712 0.45
H 0.767 -0.619 1.738 0.43
H -0.617 -1.352 2.523 0.41
H -1.759 1.283 -1.269 0.23
H -0.568 2.598 -0.808 0.25
H -2.139 2.373 0.264 0.22
```

***

Model three:
DFT (ωB97M-V with the def2-TZVPD basis set) results for a cluster of 2 separate species, C4H14N3 in total.

HOMO energy   -12.8383 eV
HOMO-LUMO gap   7.9 eV
Net charge   +1

Geometry as XYZ:
```
21
Properties=species:S:1:pos:R:3:nbo_charge:R:1
C 0.238 -1.315 -1.922 -0.44
C 0.115 -2.757 0.048 0.12
N -0.087 -1.646 -0.532 -0.38
H 0.969 -0.507 -1.923 0.29
H -0.668 -0.887 -2.351 0.24
H 0.570 -2.221 -2.415 0.23
H 0.476 -3.583 -0.555 0.23
H -0.030 -2.834 1.116 0.23
H -0.356 -0.869 0.078 0.45
C -0.951 0.772 1.794 -0.44
N -0.511 2.028 1.161 -0.61
C 0.034 1.841 -0.156 -0.06
N 1.392 1.229 -0.210 -0.87
H -1.346 1.018 2.774 0.25
H -1.688 0.300 1.125 0.16
H -0.048 0.180 1.967 0.18
H -1.290 2.646 1.016 0.37
H 0.081 2.785 -0.693 0.22
H -0.554 1.142 -0.788 0.10
H 2.150 1.896 -0.223 0.39
H 1.506 0.781 0.689 0.35
```

***

Last place for stability: model three

***

Model one:
DFT (ωB97M-V with the def2-TZVPD basis set) results for a cluster of 2 separate species, C4H14N3 in total.

HOMO energy   -13.7563 eV
HOMO-LUMO gap   10.4 eV
Net charge   +1

Geometry as XYZ:
```
21
Properties=species:S:1:pos:R:3:nbo_charge:R:1
C -1.405 0.322 1.386 -0.71
C 2.693 0.261 -0.082 -0.46
C 0.348 0.816 -0.446 -0.32
C -0.982 0.228 -0.061 0.51
N -1.985 0.471 -1.044 -0.77
N -0.748 -1.793 -0.283 -0.92
N 1.351 -0.036 0.236 -0.64
H -2.550 0.468 1.436 0.26
H -0.969 1.131 1.920 0.26
H -0.919 -0.458 1.943 0.25
H 3.145 -0.144 -1.033 0.22
H 3.086 1.365 -0.117 0.20
H 3.408 -0.304 0.672 0.23
H 0.247 1.900 -0.082 0.24
H 0.568 0.805 -1.535 0.23
H -1.791 0.601 -2.003 0.40
H -2.950 0.367 -0.958 0.41
H -1.008 -2.368 0.430 0.39
H -1.049 -2.260 -1.140 0.40
H 0.327 -1.657 -0.442 0.44
H 1.182 0.287 1.203 0.36
```

***

Model two:
DFT (ωB97M-V with the def2-TZVPD basis set) results for the ion C4H14N3 with charge +1.

HOMO energy   -13.8628 eV
HOMO-LUMO gap   10.9 eV
Net charge   +1

Geometry as XYZ:
```
21
Properties=species:S:1:pos:R:3:nbo_charge:R:1
C 1.618 1.087 -0.025 -0.44
N 0.897 -0.038 -0.528 -0.30
N 1.494 -1.294 -0.112 -0.69
C -0.469 -0.099 -0.077 0.27
C -1.327 0.842 -0.937 -0.67
C -0.764 0.164 1.357 -0.71
N -0.864 -1.496 -0.524 -0.71
H 2.663 0.879 -0.404 0.23
H 1.244 2.031 -0.382 0.23
H 1.666 1.182 1.044 0.19
H 2.409 -1.489 -0.498 0.39
H 1.898 -1.139 0.747 0.35
H -1.150 0.634 -2.036 0.23
H -1.013 1.942 -0.793 0.26
H -2.484 0.914 -0.666 0.25
H -0.194 -0.533 1.958 0.23
H -0.592 1.119 1.913 0.28
H -1.761 -0.105 1.694 0.25
H -1.200 -1.362 -1.543 0.45
H -1.598 -1.838 0.052 0.43
H -0.009 -2.086 -0.492 0.48
```

***

Last place for stability: model two

***

Model one:
DFT (ωB97M-V with the def2-TZVPD basis set) results for the molecule C6H10N2S.

HOMO energy   -8.2502 eV
HOMO-LUMO gap   7.9 eV

Geometry as XYZ:
```
19
Properties=species:S:1:pos:R:3:nbo_charge:R:1
C -0.176 -1.677 -0.641 -0.25
C 0.640 -1.348 0.602 -0.49
C 1.714 -0.067 0.281 -0.38
C 1.055 1.334 0.186 -0.38
C -0.209 1.372 -0.822 -0.49
C -1.350 0.874 -0.134 0.19
N -3.449 0.101 0.542 -0.59
N -2.390 0.456 0.138 0.04
S 0.599 -1.928 -2.030 0.03
H -0.111 -1.043 1.448 0.21
H 1.272 -2.155 0.762 0.24
H 2.428 -0.160 1.110 0.21
H 2.189 -0.396 -0.610 0.22
H 0.731 1.710 1.170 0.21
H 1.836 2.102 -0.142 0.21
H -0.291 2.439 -0.988 0.25
H 0.187 0.818 -1.592 0.23
H -1.226 -1.813 -0.478 0.19
H -3.446 -0.620 1.196 0.34
```

***

Model two:
DFT (ωB97M-V with the def2-TZVPD basis set) results for the molecule C6H10N2S.

HOMO energy (spin up / spin down)   -7.1520 / -7.0573 eV
HOMO-LUMO gap (spin up / spin down)   7.4 / 6.8 eV

Geometry as XYZ:
```
19
Properties=species:S:1:pos:R:3:nbo_charge:R:1
C 0.166 -0.086 -0.236 0.17
C -1.293 0.130 -0.108 -0.32
C -1.812 -2.491 -0.717 -0.70
C 2.965 -1.302 0.615 -0.15
C 0.895 1.166 -0.476 -0.69
C -2.174 1.424 -0.082 -0.63
N 0.776 -1.217 -0.170 -0.26
N 2.025 -1.456 -0.212 -0.20
S -2.481 -1.134 -0.061 0.62
H -0.737 -2.471 -0.990 0.25
H -2.351 -3.397 -0.772 0.22
H 3.919 -1.630 0.311 0.18
H 2.827 -0.819 1.661 0.15
H 1.967 0.963 -0.434 0.24
H 0.446 2.091 -0.005 0.24
H 0.789 1.406 -1.594 0.23
H -2.265 2.033 -0.937 0.22
H -1.954 2.023 0.836 0.21
H -3.192 1.024 0.050 0.22
```

***

Last place for stability: model two

***

Model one:
DFT (ωB97M-V with the def2-TZVPD basis set) results for the molecule CH2O2S.

HOMO energy (spin up / spin down)   -9.1921 / -9.1941 eV
HOMO-LUMO gap (spin up / spin down)   5.8 / 5.8 eV

Geometry as XYZ:
```
6
Properties=species:S:1:pos:R:3:nbo_charge:R:1
C 0.325 0.157 -0.159 -0.34
O -0.801 -0.467 -0.534 -0.07
O -1.602 -0.805 0.440 -0.18
S 0.950 0.225 1.482 0.02
H 0.925 -0.346 -0.885 0.26
H 0.203 1.236 -0.344 0.31
```

***

Model two:
DFT (ωB97M-V with the def2-TZVPD basis set) results for the molecule CH2O2S.

HOMO energy   -9.6700 eV
HOMO-LUMO gap   10.2 eV

Geometry as XYZ:
```
6
Properties=species:S:1:pos:R:3:nbo_charge:R:1
O -2.227 0.188 -0.038 -0.46
C -1.042 0.070 -0.181 0.67
O 0.170 -0.916 0.341 -0.75
S 1.608 -0.415 -0.186 0.34
H -0.440 0.733 -0.824 0.11
H 1.931 0.340 0.887 0.08
```

***

Last place for stability: model one

***

Model one:
DFT (ωB97M-V with the def2-TZVPD basis set) results for the molecule CH2O2S.

HOMO energy   -9.7955 eV
HOMO-LUMO gap   10.0 eV

Geometry as XYZ:
```
6
Properties=species:S:1:pos:R:3:nbo_charge:R:1
O 2.888 0.490 -0.121 -0.52
C 1.708 0.209 -0.102 0.17
S 0.855 -1.283 0.122 0.61
O -0.649 -0.801 -0.265 -0.86
H 0.852 1.077 -0.381 0.09
H -0.765 -0.189 -1.020 0.50
```

***

Model two:
DFT (ωB97M-V with the def2-TZVPD basis set) results for the molecule CH2O2S.

HOMO energy (spin up / spin down)   -9.7443 / -8.1667 eV
HOMO-LUMO gap (spin up / spin down)   9.1 / 7.0 eV

Geometry as XYZ:
```
6
Properties=species:S:1:pos:R:3:nbo_charge:R:1
C 0.181 0.064 0.239 -0.74
O 1.851 3.332 0.050 -0.32
O 1.638 2.579 1.085 -0.28
S 0.848 1.197 1.304 0.83
H -0.455 -0.659 0.763 0.25
H 0.052 0.320 -0.881 0.25
```

***

Model three:
DFT (ωB97M-V with the def2-TZVPD basis set) results for the molecule CH2O2S.

HOMO energy (spin up / spin down)   -10.2773 / -9.9437 eV
HOMO-LUMO gap (spin up / spin down)   9.3 / 7.4 eV

Geometry as XYZ:
```
6
Properties=species:S:1:pos:R:3:nbo_charge:R:1
C -0.250 0.222 0.019 -0.33
O 0.582 -0.864 0.310 -0.15
O 1.764 -0.820 -0.247 -0.15
S -1.982 -0.209 -0.071 0.16
H -0.186 0.920 0.872 0.23
H 0.073 0.750 -0.884 0.24
```

***

Last place for stability: model two

***

Model one:
DFT (ωB97M-V with the def2-TZVPD basis set) results for a cluster of 2 separate species, C3H6O4 in total.

HOMO energy   -9.0552 eV
HOMO-LUMO gap   9.9 eV

Geometry as XYZ:
```
13
Properties=species:S:1:pos:R:3:nbo_charge:R:1
C -0.743 0.062 -1.600 0.65
C -0.603 -0.992 0.872 0.45
C 1.330 0.376 1.102 -0.26
O -0.627 1.047 -0.917 -0.61
O 0.249 -0.530 -2.272 -0.67
O -1.840 -0.893 1.050 -0.65
O 0.092 -0.038 1.621 -0.58
H -1.683 -0.456 -2.078 0.14
H 1.276 0.609 0.003 0.18
H 2.101 -0.383 1.228 0.18
H 1.572 1.355 1.576 0.20
H 1.025 -0.017 -2.135 0.48
H -2.148 -0.140 1.551 0.48
```

***

Model two:
DFT (ωB97M-V with the def2-TZVPD basis set) results for a cluster of 2 separate species, C3H6O4 in total.

HOMO energy   -9.2772 eV
HOMO-LUMO gap   10.0 eV

Geometry as XYZ:
```
13
Properties=species:S:1:pos:R:3:nbo_charge:R:1
C -0.416 -1.130 1.216 0.61
C 0.116 -0.310 -1.327 0.42
C -0.256 1.841 -0.534 -0.26
O 0.141 -0.246 1.869 -0.63
O -0.650 -2.326 1.697 -0.66
O 1.027 -1.125 -1.821 -0.66
O 0.662 0.844 -1.001 -0.54
H -0.707 -0.943 0.245 0.15
H -1.091 1.977 -1.193 0.19
H 0.221 2.837 -0.435 0.20
H -0.655 1.545 0.416 0.21
H -0.272 -2.355 2.617 0.50
H 1.879 -0.610 -1.748 0.47
```

***

Last place for stability: model one